[1]
{"formula": "C11H30F3O8SSn", "method": "ωB97M-V/def2-TZVPD", "symbols": ["Sn", "C", "F", "F", "F", "S", "O", "O", "O", "C", "C", "O", "H", "H", "H", "H", "H", "H", "C", "C", "O", "H", "H", "H", "H", "H", "H", "C", "C", "O", "H", "H", "H", "H", "H", "H", "C", "C", "O", "H", "H", "H", "H", "H", "H", "C", "C", "O", "H", "H", "H", "H", "H", "H"], "coordinates": [[3.801790, -4.609294, 2.644879], [0.345493, -0.290704, 2.003228], [-0.255079, -0.836371, 3.112162], [-0.630995, 0.075237, 1.117040], [1.128959, 0.734951, 2.334753], [1.382393, -1.636159, 1.034607], [2.329627, -2.200981, 2.026012], [0.406940, -2.622141, 0.459384], [2.013726, -0.820635, -0.006875], [2.127670, 3.368436, 0.314935], [3.316432, 2.575289, -0.191809], [3.263760, 2.685592, -1.550127], [1.266264, 2.712816, 0.187459], [1.935501, 4.304922, -0.208663], [2.335719, 3.505321, 1.376101], [3.307834, 1.575663, 0.242679], [4.177949, 3.120870, 0.193201], [3.553326, 3.575791, -1.762978], [-1.473891, -4.524291, 2.936274], [-0.343161, -5.464678, 2.436517], [0.794188, -4.726637, 2.024564], [-2.457602, -4.991809, 2.893324], [-1.566302, -3.676244, 2.257745], [-1.359598, -4.219038, 3.976395], [-0.735676, -5.998389, 1.570964], [-0.004509, -6.141065, 3.221317], [0.452489, -4.164145, 1.325681], [-0.227126, -3.805113, -2.697551], [-0.209406, -2.264194, -2.934792], [0.489272, -1.991737, -4.146853], [-0.779316, -4.101174, -1.805624], [0.772264, -4.176005, -2.470047], [-0.683647, -4.204276, -3.603287], [0.292552, -1.612859, -2.219321], [-1.249909, -1.999267, -3.122567], [-0.104676, -1.980527, -4.900975], [-1.736211, 3.536917, 2.070672], [-2.563298, 4.290722, 1.048946], [-1.884016, 5.462766, 0.827914], [-1.044837, 2.823642, 1.621948], [-2.315986, 2.843270, 2.679608], [-1.137914, 4.075240, 2.805760], [-3.467412, 4.586485, 1.581117], [-2.875255, 3.776364, 0.139980], [-2.187213, 5.846619, 0.001881], [-1.699888, 2.147986, -1.992650], [-0.507331, 1.774007, -2.915344], [0.613362, 1.411471, -2.167390], [-1.498498, 3.137023, -1.581133], [-1.879141, 1.526813, -1.115092], [-2.613394, 2.208880, -2.584176], [-0.357475, 2.592699, -3.619170], [-0.725518, 0.897765, -3.525828], [0.466775, 1.884177, -1.344798]], "forces_ev_per_a": [[-1.6767, 1.1120, -0.5885], [-0.2365, -2.1012, -0.8851], [0.7235, 1.0350, -1.1738], [1.0036, 0.1817, 1.3412], [-0.8910, -0.4652, -0.0388], [-0.2455, 0.1882, -2.2372], [-0.1862, -0.3797, 0.0536], [1.2452, 1.5585, 1.5469], [-0.6538, -0.7951, 1.5888], [-0.2086, -1.1121, 1.1210], [-0.3794, 2.1003, 1.6350], [0.7904, -0.9919, -2.4895], [-0.3330, 0.3017, 0.2877], [0.3204, 0.0025, 0.0992], [-0.6732, 0.4118, 0.2333], [-0.0021, -0.2222, -0.7278], [0.6436, -0.3406, 0.1556], [-0.0434, -0.0754, -0.1833], [0.0635, -0.5143, -0.0891], [-0.8308, 0.5128, 0.4395], [0.6713, -0.8802, 0.7518], [0.0615, -0.4377, -0.0648], [0.2718, 0.2274, 0.1963], [0.3281, 0.3059, -0.1682], [0.0750, -0.4502, 0.0871], [-0.2391, -0.1918, -0.1215], [0.5014, 1.1326, -0.6304], [0.3865, 1.2384, 0.6658], [-0.2311, -0.8594, -0.7629], [0.5712, 0.0952, -0.5278], [-0.4887, 0.2463, -0.0994], [0.1507, -0.0609, -0.6523], [0.2594, -0.4924, 0.1656], [-0.3781, -0.4486, 0.4809], [-0.1702, 0.4692, 0.6126], [-0.0767, -0.1163, 0.1435], [0.3704, -2.3292, 0.0631], [-0.8936, -0.1210, 2.2312], [1.2601, 1.7345, -1.3772], [0.3406, 0.2434, -0.4352], [-0.5995, 0.1446, 0.0020], [-0.3168, 0.8050, -0.4525], [-0.6606, -0.3000, -0.0939], [0.4333, -0.4030, 0.0710], [0.0568, 0.2158, -0.0028], [0.3790, 0.3944, -0.6294], [-1.4115, -0.9249, 0.2269], [0.0597, 0.4509, 0.2758], [-0.0330, 0.2668, -0.0512], [0.2320, -0.5478, -0.2931], [-0.1094, 0.0447, 0.0764], [0.3603, 0.3179, 0.0489], [-0.3278, -0.0545, -0.1057], [0.7370, -0.1220, 0.2804]], "lumo_energy_ev": [-2.69, -2.54], "orbital_gap_ev": [6.11, 6.48], "multiplicity": 2, "total_charge": 0, "homo_energy_ev": [-8.81, -9.03], "de_lowest_kcal_mol": 9.0, "molar_mass_g_mol": 498.12}

***

[2]
{"formula": "C33H48BrCl3F4NO14P", "method": "ωB97M-V/def2-TZVPD", "symbols": ["C", "C", "Cl", "C", "Cl", "C", "O", "C", "P", "N", "C", "Br", "O", "C", "Cl", "C", "F", "F", "C", "F", "F", "H", "H", "H", "H", "H", "H", "H", "H", "H", "H", "H", "H", "O", "C", "C", "C", "C", "O", "H", "H", "H", "H", "H", "H", "O", "C", "C", "C", "C", "O", "H", "H", "H", "H", "H", "H", "O", "C", "C", "C", "C", "O", "H", "H", "H", "H", "H", "H", "O", "C", "C", "C", "C", "O", "H", "H", "H", "H", "H", "H", "O", "C", "C", "C", "C", "O", "H", "H", "H", "H", "H", "H", "O", "C", "C", "C", "C", "O", "H", "H", "H", "H", "H", "H"], "coordinates": [[2.042509, 1.753937, -2.620991], [2.926878, 0.642133, -2.711656], [4.508512, 1.029430, -2.270861], [2.612784, -0.512555, -3.046198], [3.740010, -1.769353, -3.096343], [1.266776, -0.895351, -3.371727], [1.220192, -1.845911, -4.385616], [1.632527, -1.312330, -5.601589], [0.441039, -0.109308, -6.265925], [0.604124, 1.296341, -5.648882], [0.618658, -1.382416, -2.067843], [-0.662838, -2.823268, -2.353021], [0.042206, -0.214149, -1.581723], [-0.769461, -0.219978, -0.487192], [-2.481310, -0.116767, -0.974099], [-0.455215, 1.027739, 0.292033], [-1.002241, 0.930065, 1.442040], [0.788774, 1.085030, 0.433140], [-0.955851, 2.296548, -0.332137], [-0.386731, 3.302302, 0.276201], [-0.628444, 2.370561, -1.572999], [1.209181, 1.669043, -3.265924], [1.711223, 1.891698, -1.623551], [2.561367, 2.620867, -2.899801], [0.709393, -0.041989, -3.655165], [2.593799, -0.880291, -5.580725], [1.693267, -2.119770, -6.282647], [-0.802785, -0.678244, -5.970117], [0.631373, -0.095256, -7.656557], [0.786361, 1.993236, -6.371598], [1.372759, -1.747721, -1.426110], [-0.624600, -1.071095, 0.118167], [-1.995577, 2.410165, -0.208147], [-0.738877, 0.634529, 7.770294], [-0.100426, 0.827673, 6.781251], [-0.327612, 1.885863, 5.712616], [0.533408, 1.380064, 4.551523], [1.633450, 0.626308, 5.283206], [1.003139, 0.101421, 6.475292], [0.028622, 2.848161, 6.082058], [-1.380349, 1.946744, 5.452176], [0.908592, 2.167933, 3.901906], [-0.040783, 0.688405, 3.942035], [2.455032, 1.276318, 5.587803], [2.036543, -0.196812, 4.700210], [1.687141, -1.592020, 2.134305], [0.960985, -2.187163, 2.878655], [1.111252, -3.600538, 3.407554], [-0.289633, -3.903377, 3.950968], [-0.775292, -2.516639, 4.343740], [-0.144674, -1.612296, 3.402336], [1.867175, -3.596592, 4.194972], [1.406218, -4.274132, 2.613569], [-0.310379, -4.608934, 4.775224], [-0.914508, -4.303715, 3.153509], [-0.464030, -2.235827, 5.351548], [-1.852192, -2.416774, 4.267427], [1.177775, 3.064658, -7.844684], [1.349881, 4.242576, -7.723803], [1.547361, 5.014211, -6.429900], [1.310909, 6.461648, -6.874449], [1.745289, 6.411410, -8.336994], [1.428217, 5.073851, -8.777687], [2.567240, 4.849475, -6.081587], [0.842070, 4.681310, -5.675212], [1.851030, 7.202990, -6.291704], [0.248776, 6.695267, -6.812020], [2.818038, 6.566892, -8.458893], [1.215378, 7.122470, -8.962601], [0.397262, 4.979086, 4.513465], [-0.772260, 5.154730, 4.386501], [-1.545586, 5.180705, 3.078423], [-2.872547, 5.827458, 3.488753], [-2.981085, 5.399134, 4.951603], [-1.623641, 5.314597, 5.424466], [-1.676316, 4.155192, 2.730485], [-1.013968, 5.762141, 2.333356], [-3.726566, 5.520938, 2.889867], [-2.789125, 6.911544, 3.420704], [-3.443333, 4.416283, 5.061052], [-3.523876, 6.110857, 5.565752], [1.095953, -6.194444, -0.299360], [2.052618, -6.174774, -1.011195], [3.363172, -6.929407, -0.832508], [4.296604, -6.205165, -1.807823], [3.311912, -5.713924, -2.864733], [2.085191, -5.465958, -2.155405], [3.202919, -7.970444, -1.113576], [3.700337, -6.871493, 0.196789], [5.089766, -6.827546, -2.214293], [4.760258, -5.353554, -1.311027], [3.113066, -6.463368, -3.632677], [3.633840, -4.795509, -3.345251], [-3.478217, -4.629704, 4.685736], [-4.411249, -4.237386, 4.055593], [-4.670103, -2.820838, 3.554275], [-6.156364, -2.865659, 3.186396], [-6.339649, -4.334834, 2.814058], [-5.408038, -5.054379, 3.644411], [-4.037102, -2.639392, 2.684092], [-4.451064, -2.094904, 4.330558], [-6.441389, -2.182800, 2.390117], [-6.758062, -2.628368, 4.063029], [-6.093087, -4.532883, 1.769759], [-7.342446, -4.700122, 3.012381]], "forces_ev_per_a": [[-0.9982, 1.0359, 0.0590], [2.0578, 4.2471, 1.3445], [1.6325, 0.3250, 0.5073], [-0.1186, -4.3928, -1.4685], [0.9722, -1.3077, 0.0428], [-1.4923, -1.2374, 0.2877], [-0.2500, -0.7847, 0.2195], [-1.2811, -0.4481, -0.5521], [0.3147, 0.8630, 0.1289], [0.0219, 0.9474, 0.2408], [-0.8137, -0.0261, -1.1758], [0.0328, 0.0358, 0.1333], [-0.0208, 0.1278, -0.4541], [-0.2246, 0.3399, -1.1148], [-0.6009, -0.4093, -0.0269], [-2.5575, -0.5341, -2.9229], [-2.1206, -0.2578, 4.2437], [5.6285, 0.4107, 0.7044], [-1.0014, -0.5481, 0.9660], [1.3617, 2.2601, 1.7151], [0.5666, 0.0906, -3.4197], [-0.9131, -0.0468, -0.5885], [-0.2797, 0.1410, 0.9574], [0.7120, 1.3916, -0.4256], [-0.6302, 0.9164, -0.3264], [1.2882, 0.8765, 0.1990], [0.0169, -1.1170, -0.7818], [-0.0968, -0.6116, -0.2721], [-0.1908, -0.5787, -0.2048], [-0.0415, -0.0086, 0.3777], [0.5548, -0.6937, 1.0785], [0.0122, -1.0719, 0.8726], [-1.5328, -0.1030, 0.0689], [-0.1738, -0.1964, 0.2068], [0.1037, 0.4011, -0.2084], [0.3324, -0.3524, -0.3870], [-0.1584, 0.1864, 0.0967], [-0.0679, 0.0667, -0.0853], [0.0710, -0.0447, -0.1727], [-0.1132, 0.0320, 0.0897], [-0.0938, 0.1272, 0.2120], [0.0905, 0.0579, 0.0824], [0.0223, -0.0812, -0.0505], [-0.0116, 0.0365, 0.0453], [-0.0043, -0.1317, 0.0947], [-0.0409, 0.0853, -0.2017], [0.2397, -0.0934, 0.1516], [-0.5845, -0.0004, 0.0739], [0.2519, 0.0774, -0.1145], [-0.0466, -0.1422, 0.1354], [-0.1882, -0.2233, 0.0554], [0.0551, 0.0150, -0.0448], [0.2413, -0.0327, -0.1137], [-0.0107, 0.0217, 0.0766], [-0.0381, -0.0233, -0.0048], [0.0532, 0.0476, -0.0118], [-0.0366, 0.1428, -0.0742], [-0.0619, -0.0351, -0.4478], [0.2454, 0.0413, 0.4264], [-0.3028, 0.4612, -0.2789], [0.0870, -0.2212, 0.0168], [-0.0371, 0.0695, 0.1755], [-0.0067, 0.2159, -0.0899], [0.0058, -0.0794, 0.0382], [0.0977, -0.2109, 0.0736], [0.0890, 0.0069, -0.0283], [-0.0416, 0.0169, -0.0198], [0.0348, -0.0369, 0.0176], [-0.0590, -0.0886, -0.1427], [0.5293, -0.0033, 0.3736], [-0.4286, -0.2324, -0.6167], [-0.4835, 0.4745, 0.2320], [0.1747, -0.1854, 0.0196], [-0.0667, 0.0387, -0.1849], [-0.0479, 0.0844, 0.1053], [0.1012, -0.0221, -0.0391], [0.1888, -0.1829, -0.0935], [-0.0294, -0.0800, 0.0297], [-0.0059, 0.0444, 0.0428], [0.0124, -0.0298, -0.0144], [0.0899, 0.0272, 0.1358], [-0.2481, 0.0888, 0.2797], [0.1688, -0.3743, 0.0556], [0.2568, 0.4743, -0.2600], [-0.1872, -0.1405, 0.1151], [0.1671, -0.0137, -0.0124], [0.1564, 0.1681, -0.2305], [-0.0384, -0.0430, 0.0654], [-0.1281, -0.1498, 0.1078], [-0.0320, -0.0472, -0.0735], [0.0030, 0.0532, 0.0040], [0.0151, -0.0544, 0.0014], [-0.1602, 0.1197, -0.0155], [0.2164, -0.1041, 0.2099], [-0.0354, 0.2884, -0.3497], [-0.5522, -0.1727, 0.0749], [0.2211, -0.0344, 0.0084], [-0.0045, 0.1654, 0.0003], [-0.1301, 0.0423, -0.0201], [0.0665, 0.0168, 0.0221], [0.2120, 0.0163, 0.0035], [0.0262, -0.0375, -0.0791], [-0.0335, -0.0123, 0.0324], [0.0413, 0.0124, -0.0167], [0.0140, -0.1419, 0.0820]], "lumo_energy_ev": 0.28, "orbital_gap_ev": 8.70, "multiplicity": 1, "total_charge": 0, "homo_energy_ev": -8.42, "molar_mass_g_mol": 975.97, "smiles": "C/C(Cl)=C(/Cl)[C@@H](OC[PH2]=N)[C@H](Br)O[C@H](Cl)C(F)(F)C(F)F.O=C1CCCO1.O=C1CCCO1.O=C1CCCO1.O=C1CCCO1.O=C1CCCO1.O=C1CCCO1"}

***

[3]
{"formula": "CH4IOPS", "method": "ωB97M-V/def2-TZVPD", "symbols": ["C", "O", "P", "S", "I", "H", "H", "H", "H"], "coordinates": [[0.896157, 1.660834, 0.174321], [0.542801, -2.452884, 0.058906], [-0.993589, -0.207952, -0.799244], [-0.883554, -1.727608, 0.572206], [-2.884441, 0.727039, 0.220100], [1.110065, 1.994786, -0.755974], [1.511045, 0.816590, 0.317350], [0.406110, 2.148271, 0.898577], [0.295405, -2.959080, -0.686240]], "forces_ev_per_a": [[0.1441, -3.7063, -1.3341], [-0.0298, 1.0676, 1.2762], [1.7056, 1.0979, -0.5249], [0.3411, -0.5079, 0.6403], [-1.0515, 0.4642, 0.4779], [0.1516, 1.8640, -2.6249], [0.5452, -0.8093, 1.0882], [-1.6117, 1.6773, 2.4056], [-0.1947, -1.1475, -1.4043]], "lumo_energy_ev": [-0.71, -0.15], "orbital_gap_ev": [7.61, 7.49], "multiplicity": 1, "total_charge": 0, "homo_energy_ev": [-8.32, -7.64], "de_lowest_kcal_mol": 103.7, "molar_mass_g_mol": 221.99}